Below is a molecular structure, C24H21I2N3O2Ti at a distorted geometry, with properties calculated with ωB97M-V/def2-TZVPD.

Properties
<S²>: 2.006
gap between HOMO and LUMO (alpha / beta): 7.159 / 7.952 eV
spin multiplicity: 3
E_LUMO (alpha / beta): -6.5 / -6.7 eV
net charge: +2
HOMO energy (alpha / beta): -13.7 / -14.6 eV

Last column: Löwdin spin population.
Positions of all 53 atoms, in Å:
Ti (-0.041, -0.592, 0.194)  1.804
C (-4.019, 0.249, 2.156)  0.000
O (-2.930, 0.225, 3.156)  0.013
C (-1.856, -0.129, 2.498)  0.021
N (-1.942, -0.405, 1.251)  0.004
C (-3.325, -0.149, 0.828)  0.001
C (-3.364, 0.870, -0.287)  0.001
C (-2.234, 1.534, -0.747)  0.005
C (-2.307, 2.439, -1.799)  0.001
C (-3.526, 2.694, -2.404)  0.000
C (-4.665, 2.039, -1.953)  0.001
C (-4.582, 1.133, -0.909)  0.000
C (-0.535, -0.223, 3.168)  0.020
C (-0.283, -0.160, 4.527)  0.000
C (1.033, -0.325, 4.947)  0.023
C (2.044, -0.567, 4.022)  -0.001
C (1.692, -0.612, 2.684)  0.020
N (0.438, -0.413, 2.277)  0.004
C (2.586, -0.900, 1.534)  0.019
N (2.075, -1.112, 0.379)  0.003
C (3.178, -1.240, -0.582)  0.001
C (4.430, -1.194, 0.330)  0.000
O (3.886, -0.940, 1.680)  0.012
C (3.069, -0.166, -1.640)  0.002
C (3.862, -0.261, -2.780)  0.000
C (3.783, 0.694, -3.780)  0.002
C (2.900, 1.760, -3.664)  0.000
C (2.101, 1.864, -2.537)  0.002
C (2.190, 0.904, -1.534)  0.005
H (-4.428, 1.256, 2.160)  0.000
H (-4.757, -0.470, 2.497)  0.000
H (-3.748, -1.084, 0.452)  0.000
H (-1.257, 1.422, -0.268)  0.004
H (-1.415, 2.952, -2.133)  0.000
H (-3.593, 3.404, -3.218)  0.000
H (-5.620, 2.234, -2.421)  0.000
H (-5.481, 0.621, -0.584)  0.000
H (-1.089, 0.005, 5.229)  0.000
H (1.271, -0.279, 6.001)  0.001
H (3.069, -0.722, 4.327)  0.000
H (3.105, -2.214, -1.071)  0.000
H (5.114, -0.379, 0.108)  0.000
H (4.959, -2.140, 0.392)  0.000
H (4.547, -1.093, -2.899)  0.000
H (4.410, 0.607, -4.657)  0.000
H (2.843, 2.508, -4.443)  0.000
H (1.423, 2.700, -2.425)  0.000
H (1.584, 1.072, -0.640)  0.002
I (-0.678, -1.744, -2.436)  0.018
C (-0.995, -3.670, -1.615)  0.012
I (-0.559, -3.655, 0.456)  0.000
H (-0.336, -4.386, -2.093)  0.001
H (-2.031, -3.962, -1.736)  0.000


Below is a molecular structure, C4H20BF4N8O6 at a distorted geometry, with properties calculated with ωB97M-V/def2-TZVPD.

Properties
gap between HOMO and LUMO: 8.449 eV
E_LUMO: 2.4 eV
net charge: -1
HOMO energy: -6.1 eV

Last column: natural (NBO) charge in e.
Positions of all 43 atoms, in Å:
B (-0.456, -0.602, 0.646)  1.263
F (0.314, 0.341, 0.015)  -0.426
F (-1.804, -0.493, 0.291)  -0.503
F (0.057, -1.852, 0.257)  -0.474
F (-0.449, -0.346, 2.024)  -0.494
O (-3.281, -0.812, 2.226)  -0.919
H (-3.673, -1.505, 1.694)  0.455
H (-2.376, -0.757, 1.919)  0.450
O (0.941, -2.505, 2.126)  -0.931
H (0.437, -3.232, 1.760)  0.458
H (0.514, -1.720, 1.784)  0.450
C (2.805, 0.085, -1.992)  0.747
O (3.119, -0.105, -3.158)  -0.703
N (3.276, 1.031, -1.152)  -0.861
N (1.885, -0.614, -1.480)  -0.824
H (3.944, 1.630, -1.617)  0.399
H (3.122, 1.103, -0.157)  0.410
H (1.342, -1.261, -2.034)  0.369
H (1.618, -0.419, -0.526)  0.371
C (-1.764, 2.086, 2.310)  0.742
O (-2.010, 3.249, 2.541)  -0.719
N (-2.224, 1.109, 2.991)  -0.789
N (-1.049, 1.712, 1.316)  -0.802
H (-2.644, 1.075, 3.909)  0.401
H (-1.820, 0.261, 2.619)  0.354
H (-0.977, 0.755, 1.000)  0.325
H (-0.443, 2.403, 0.898)  0.420
C (1.082, 2.691, -0.461)  0.737
O (1.120, 3.899, -0.331)  -0.699
N (0.858, 2.008, -1.605)  -0.871
N (1.338, 1.915, 0.514)  -0.913
H (1.144, 1.052, -1.763)  0.404
H (0.501, 2.653, -2.295)  0.400
H (1.856, 2.251, 1.312)  0.382
H (0.969, 0.978, 0.443)  0.408
C (-0.931, -2.403, -2.513)  0.769
O (-0.897, -2.811, -3.639)  -0.680
N (-1.982, -2.356, -1.685)  -0.851
N (0.178, -2.032, -1.964)  -0.838
H (-1.914, -1.971, -0.754)  0.394
H (-2.896, -2.688, -1.959)  0.399
H (1.036, -2.122, -2.488)  0.397
H (0.135, -1.677, -1.020)  0.395


Below is 3 unconnected molecules or ions with the total composition C3H13NO3 at a distorted geometry, with properties calculated with ωB97M-V/def2-TZVPD.

Properties
gap between HOMO and LUMO: 10.527 eV
energy above the lowest of the compared OMol25 structures with the same formula, charge and spin: 0.000 eV
E_LUMO: 0.8 eV
SMILES string: C[C@H](O)CN.O.O
net charge: 0
HOMO energy: -9.8 eV

Last column: natural (NBO) charge in e.
Positions of all 20 atoms, in Å:
C (0.464, -0.939, -0.622)  -0.241
C (-0.927, -0.469, -0.250)  0.087
C (-1.895, -0.595, -1.421)  -0.621
O (-0.929, 0.901, 0.160)  -0.762
N (1.421, -0.684, 0.439)  -0.876
H (0.444, -2.004, -0.822)  0.198
H (0.772, -0.461, -1.557)  0.181
H (-1.302, -1.058, 0.600)  0.168
H (-2.886, -0.318, -1.089)  0.222
H (-1.580, 0.087, -2.212)  0.208
H (-1.925, -1.598, -1.834)  0.209
H (-0.694, 0.921, 1.099)  0.497
H (1.825, 0.245, 0.444)  0.382
H (2.196, -1.328, 0.475)  0.376
H (0.986, 2.154, 0.086)  0.475
H (1.019, 2.716, -1.304)  0.475
O (1.613, 2.424, -0.598)  -0.952
H (0.584, -0.456, 2.152)  0.495
H (0.736, 0.459, 3.394)  0.470
O (0.077, 0.002, 2.858)  -0.992


- What is the net charge in the second record?
  -1